The following is a quantum chemistry calculation of C19H33N3O3S2 in the gas phase at a distorted geometry, from OMol25.

Computed properties:
- electronic energy (hartree) = -1930.16317
- relative energy (zero: lowest compared OMol25 entry of this formula, charge and spin) (kJ/mol) = 9.1
- Kohn-Sham gap (eV) = 9.40
- lowest unoccupied orbital energy (eV) = 0.648
- HOMO (eV) = -8.76

Geometry as ORCA input:
```
! wB97M-V def2-TZVPD RIJCOSX def2/J DEFGRID3
* xyz 0 1
C -2.0979 -3.4300 -0.6185
C -0.9720 -2.8101 0.2051
C 0.1301 -2.2883 -0.7110
C -1.4628 -1.7261 1.1845
N -1.7178 -0.4149 0.5883
C -3.0684 0.1067 0.7404
C -4.0821 -0.4751 -0.2471
C -5.4724 0.0605 0.0873
C -3.7042 -0.1178 -1.6807
S -0.6507 0.7448 1.1643
O -1.1054 1.2895 2.4073
O 0.6774 0.1872 1.1751
N -0.8528 1.9322 0.0033
C -0.3085 1.6111 -1.2997
C 1.2192 1.6170 -1.3225
C 1.8208 2.8635 -0.6477
C 3.2904 2.5610 -0.3341
O 4.2145 3.1346 -0.8702
N 3.4435 1.5950 0.5944
C 4.7233 1.0090 0.9189
C 4.7288 -0.4587 0.6254
C 3.7309 -1.3581 0.8453
C 4.0750 -2.6706 0.4474
C 5.3291 -2.7497 -0.0621
S 6.1159 -1.2201 -0.0781
C 1.0852 3.2965 0.6306
C -0.4295 3.2467 0.4542
H -2.5162 -2.7044 -1.3087
H -2.8906 -3.8039 0.0262
H -1.7115 -4.2658 -1.1982
H -0.5499 -3.6002 0.8378
H 0.8834 -1.7615 -0.1349
H 0.6023 -3.1112 -1.2430
H -0.2842 -1.5993 -1.4424
H -0.6911 -1.5905 1.9483
H -2.3693 -2.0754 1.6872
H -3.4163 -0.0495 1.7703
H -2.9876 1.1826 0.5780
H -4.0939 -1.5626 -0.1394
H -6.2085 -0.3445 -0.6030
H -5.4892 1.1453 0.0111
H -5.7619 -0.2161 1.0983
H -4.4058 -0.5630 -2.3829
H -2.7054 -0.4779 -1.9094
H -3.7160 0.9614 -1.8146
H -0.7134 2.3435 -2.0052
H -0.6841 0.6227 -1.5626
H 1.5629 0.7168 -0.8158
H 1.5666 1.5709 -2.3564
H 1.8000 3.6957 -1.3589
H 2.6276 1.1153 0.9505
H 5.4792 1.5276 0.3225
H 4.9436 1.1771 1.9828
H 2.7775 -1.0997 1.2729
H 3.4141 -3.5135 0.5426
H 5.8488 -3.6113 -0.4310
H 1.3322 2.6372 1.4634
H 1.3973 4.3077 0.8969
H -0.7704 3.9751 -0.2871
H -0.9298 3.4355 1.4045
*
```